No. 1
Below is an isolated molecule of C6H4, with properties calculated with wB97M-V/def2-TZVPD.

Element x y z (Å)
C1 -0.73959 0.96321 -0.57323
C2 0.63044 1.24818 -0.95294
C3 1.41700 0.41110 -0.32169
C4 0.24123 -0.99661 0.74617
C5 -0.94600 -0.24916 0.27883
C6 1.55733 -0.70361 0.44795
H1 -1.66417 1.68728 -0.79801
H2 -1.82254 -0.06534 0.93904
H3 -1.21853 -1.17985 -0.43747
H4 2.54483 -1.11521 0.67136

Atoms 1-6, force components in eV/Å:
C 1.2781 2.6567 -1.3167
C -2.6622 -1.1824 1.6437
C -1.3582 0.4922 -0.9923
C -0.6875 -0.2106 1.0896
C 0.4150 -1.3994 -1.2167
C 0.9533 0.8824 -0.7948

Values from the calculation:
HOMO-LUMO gap (alpha / beta): 7.30 / 7.30 eV
calculated total energy: -230.74693 a.u.
total charge: 0
energy above the lowest of the compared OMol25 structures with the same formula, charge and spin: 340.7 kJ/mol

Need the natural (NBO) charges? In units of e they are: -0.07 -0.26 0.25 0.02 -0.62 -0.41 0.22 0.29 0.34 0.24

***

No. 2
Below is an isolated molecule of C6H4, with properties calculated with wB97M-V/def2-TZVPD.

Element x y z (Å)
C1 -0.38497 0.81348 1.52512
C2 -0.19919 -1.66363 -0.33985
C3 0.81160 0.15897 1.76020
C4 0.30548 0.56350 0.41669
C5 0.21611 0.49369 -1.21467
C6 -0.30302 -0.80382 -1.15625
H1 -1.22199 1.21339 2.04784
H2 -0.09977 -2.23525 0.53530
H3 -0.30589 1.25989 -1.87886
H4 1.18165 0.19980 -1.69553

Atoms 1-6, force components in eV/Å:
C -0.1601 0.4343 0.9425
C -0.5144 -2.5877 0.4024
C 0.5064 -0.6816 -0.7401
C 0.5003 2.4123 -3.1754
C 1.3200 2.0260 0.5798
C -1.4840 -1.7959 -0.2332

Values from the calculation:
⟨S²⟩: 2.02
HOMO-LUMO gap (alpha / beta): 6.70 / 8.06 eV
calculated total energy: -230.60851 a.u.
2S+1: 3
total charge: 0
energy above the lowest of the compared OMol25 structures with the same formula, charge and spin: 306.6 kJ/mol

Need the natural (NBO) charges? In units of e they are: -0.28 -0.17 0.01 0.02 -0.49 -0.06 0.23 0.23 0.25 0.26

***

No. 3
Below is a cluster of 14 separate species, C6H40N12O14 in total, with properties calculated with wB97M-V/def2-TZVPD.

Element x y z (Å)
O1 1.32020 4.86229 0.82858
H1 2.15628 4.56711 1.18922
H2 1.37636 5.81773 0.84346
O2 1.72399 0.80049 3.70720
H3 2.02972 0.12195 4.30916
H4 0.77255 0.69684 3.69198
O3 1.95418 3.34903 -1.72200
H5 2.85133 3.68252 -1.73394
H6 1.45864 4.01059 -1.23930
O4 4.02049 1.27026 -1.14197
H7 3.07826 1.29736 -1.30838
H8 4.12497 1.68487 -0.28557
O5 4.14115 0.90756 2.16073
H9 3.24042 1.00652 2.46913
H10 4.45917 1.80440 2.05691
O6 -1.81346 2.89305 -1.45859
H11 -2.32740 2.73151 -0.66739
H12 -2.15240 3.72050 -1.80016
O7 -1.29642 0.87777 3.18441
H13 -1.24964 1.70966 3.65559
H14 -2.20458 0.59378 3.28844
O8 1.70733 2.68704 -4.54292
H15 1.43051 3.12887 -3.74017
H16 2.53866 3.10293 -4.77131
C1 3.22899 -2.59137 3.09540
O9 2.83558 -3.55637 3.64840
N1 4.22307 -1.93510 3.62220
N2 2.59727 -2.10297 2.04145
H17 4.44621 -0.99804 3.31853
H18 4.87339 -2.39675 4.24193
H19 2.72487 -1.14430 1.75031
H20 1.91856 -2.73076 1.63483
C2 -4.02008 1.18659 0.40342
O10 -3.63098 2.29368 0.74571
N3 -3.18031 0.22705 0.13777
N4 -5.24869 0.87315 0.18409
H21 -2.18168 0.37771 0.14912
H22 -3.55007 -0.68066 -0.10605
H23 -5.93975 1.60937 0.20698
H24 -5.43995 -0.05626 -0.16189
C3 0.09730 -0.76556 -4.66005
O11 -0.14633 -1.95313 -4.83443
N5 1.28262 -0.22426 -4.53981
N6 -0.87230 0.13137 -4.77552
H25 2.08612 -0.82079 -4.40331
H26 1.38924 0.77916 -4.58277
H27 -1.82783 -0.18824 -4.84582
H28 -0.81109 1.13621 -4.69387
C4 -2.97740 -2.70210 2.94163
O12 -3.43912 -3.64454 3.60082
N7 -3.66864 -1.69187 2.61370
N8 -1.77032 -2.69479 2.59120
H29 -4.64237 -1.66534 2.88062
H30 -3.20431 -1.29299 1.81034
H31 -1.25424 -3.52872 2.83271
H32 -1.38702 -2.03705 1.92746
C5 0.49620 0.27684 -0.03144
O13 0.07611 -0.77864 0.43095
N9 1.01033 1.16948 0.73326
N10 0.35708 0.65970 -1.28230
H33 1.08178 0.91305 1.70755
H34 1.01656 2.09267 0.32365
H35 0.74046 1.56239 -1.52370
H36 -0.03780 0.04647 -1.98094
C6 -1.35869 -3.75766 -1.32384
O14 -1.72044 -3.59994 -0.15103
N11 -1.87497 -4.72332 -1.96488
N12 -0.59992 -3.01759 -2.01205
H37 -2.49649 -5.32989 -1.44923
H38 -2.04117 -4.53977 -2.94405
H39 -0.20145 -2.41365 -1.30737
H40 -0.29861 -3.09709 -2.97278

Atoms 1-6, force components in eV/Å:
O -0.1095 -0.2437 -0.3564
H 0.2304 -0.1009 0.2197
H -0.0959 0.3286 0.0544
O 0.3652 0.4034 -0.1988
H 0.1800 -0.3497 0.1982
H -0.7470 -0.2338 -0.0032

Values from the calculation:
HOMO-LUMO gap: 7.63 eV
calculated total energy: -1963.21510 a.u.
total charge: 0
energy above the lowest of the compared OMol25 structures with the same formula, charge and spin: 246.6 kJ/mol

Need the Mulliken charges? In units of e they are: -0.62 0.31 0.30 -0.69 0.34 0.28 -0.53 0.28 0.25 -0.62 0.28 0.32 -0.63 0.22 0.30 -0.55 0.31 0.24 -0.55 0.26 0.23 -0.67 0.31 0.28 0.50 -0.67 -0.26 -0.14 0.16 0.20 0.19 0.10 0.65 -0.81 -0.26 -0.38 0.01 0.27 0.26 0.16 0.53 -0.75 -0.19 -0.30 0.19 0.18 0.20 0.15 0.57 -0.79 -0.18 -0.18 0.23 0.06 0.19 0.08 0.32 -0.19 0.21 0.44 0.00 -0.06 -0.36 0.01 0.51 -0.59 -0.48 -0.15 0.28 0.19 0.07 0.17

***

No. 4
Below is a structure of composition C6H40NO13, with properties calculated with wB97M-V/def2-TZVPD.

Element x y z (Å)
C1 1.23311 0.11821 0.31814
O1 1.88801 0.61193 1.46936
C2 -0.21696 0.55284 0.24245
C3 -1.01998 0.18243 -1.03443
C4 -2.45821 -0.16417 -0.67130
C5 -2.75766 -1.08272 0.48216
C6 -3.24623 -0.40897 -1.99743
N1 -0.18305 2.09504 0.54230
H1 1.78605 0.50613 -0.53475
H2 1.32540 -1.00339 0.45922
H3 1.49836 0.33594 2.30716
H4 -0.75514 0.10067 1.06222
H5 -0.59234 -0.83979 -1.24445
H6 -0.86351 0.69050 -2.02045
H7 -2.88287 0.81504 -0.40503
H8 -3.78961 -1.46779 0.46476
H9 -2.05981 -1.94183 0.66868
H10 -2.70969 -0.42971 1.36487
H11 -3.24625 0.49328 -2.58449
H12 -2.73382 -1.19713 -2.55995
H13 -4.25005 -0.78889 -1.75962
H14 -0.01209 2.18289 1.55982
H15 0.64797 2.45442 0.05224
H16 -0.94472 2.69918 0.20875
H17 -0.38769 4.30381 -3.01088
H18 0.98820 4.67556 -2.64825
O2 0.28726 4.07305 -2.35848
H19 0.18177 -2.71010 -4.46825
H20 -0.06356 -1.24273 -3.83646
O3 -0.28769 -2.18655 -3.81757
H21 0.38412 -1.02376 3.84515
H22 -0.71515 -0.32182 4.65794
O4 0.00092 -0.14861 4.03686
H23 -0.02394 -2.75385 1.93621
H24 0.97524 -3.22078 0.78346
O5 0.51856 -3.47615 1.61221
H25 0.26926 -3.04921 -2.28909
H26 0.38177 -4.21183 -1.34388
O6 0.71141 -3.31101 -1.44948
H27 -2.86439 3.84628 1.19077
H28 -1.95207 4.56683 2.10350
O7 -1.92887 4.14207 1.22685
H29 5.06222 -3.49679 -0.80993
H30 4.02779 -4.68387 -0.58118
O8 4.14838 -3.73366 -0.63775
H31 1.10117 -2.99027 2.65598
H32 2.21063 -2.43639 3.59880
O9 1.49117 -2.17849 3.01192
H33 1.20205 2.26116 3.61836
H34 1.22750 3.79838 3.06225
O10 0.81208 2.93772 3.04383
H35 -4.78792 2.04224 0.90732
H36 -5.00009 3.53641 0.84616
O11 -4.29764 2.87331 0.84694
H37 1.35195 0.89163 -3.45140
H38 1.68243 -0.44083 -2.61945
O12 1.01421 0.03907 -3.16137
H39 4.21620 -0.66532 -2.20207
H40 2.90984 -1.44382 -1.57978
O13 3.27314 -0.67566 -2.03472

Atoms 1-6, force components in eV/Å:
C 0.2269 -1.4702 1.2426
O 0.4249 1.2235 -0.0666
C -0.5662 1.5027 -0.9343
C 1.2948 -2.7512 0.5581
C -1.4692 2.4072 -2.0922
C 0.3839 -0.3881 1.0759

Values from the calculation:
HOMO-LUMO gap: 10.92 eV
calculated total energy: -1285.21459 a.u.
total charge: +1
energy above the lowest of the compared OMol25 structures with the same formula, charge and spin: 415.0 kJ/mol

Need the natural (NBO) charges? In units of e they are: -0.10 -0.74 -0.05 -0.44 -0.22 -0.63 -0.60 -0.72 0.21 0.19 0.49 0.22 0.23 0.27 0.18 0.23 0.21 0.21 0.21 0.21 0.21 0.48 0.42 0.46 0.48 0.48 -0.95 0.49 0.52 -1.00 0.50 0.48 -1.01 0.49 0.52 -0.90 0.51 0.47 -1.00 0.50 0.48 -0.99 0.48 0.49 -0.96 0.47 0.48 -1.03 0.51 0.50 -0.98 0.50 0.49 -0.96 0.49 0.51 -1.00 0.51 0.51 -0.99